{
  "formula": "C2H5N6",
  "method": "ωB97M-V/def2-TZVPD",
  "symbols": ["N", "C", "N", "H", "C", "H", "H", "N", "H", "N", "H", "N", "N"],
  "coordinates": [[1.857, 1.518, 2.497], [0.811, 2.238, 0.606], [1.303, 2.418, 1.839], [-0.607, -0.829, -0.777], [-0.520, -1.173, 0.180], [0.136, -2.170, 0.192], [0.692, 3.007, -0.186], [1.395, 0.417, 2.830], [0.666, 0.888, -0.928], [0.569, -0.326, 2.153], [-1.500, -1.310, 0.767], [0.664, 1.007, 0.058], [0.315, -0.123, 0.926]],
  "forces_ev_per_angstrom": [[1.48, -1.46, 0.85], [1.14, 0.16, 1.02], [-2.63, 2.57, -3.92], [-0.63, 0.77, -2.42], [1.47, -2.61, 4.21], [-1.66, 2.17, 0.00], [-0.02, 0.16, 1.33], [1.08, -0.81, 1.12], [-0.18, -0.66, -0.76], [-1.41, 0.77, -1.50], [1.57, 0.22, -1.14], [0.36, -0.84, 2.98], [-0.57, -0.44, -1.76]],
  "nbo_charge": [0.21, 0.31, -0.24, 0.21, -0.41, 0.27, 0.25, -0.06, 0.44, 0.13, 0.28, -0.46, 0.07],
  "total_charge": 1,
  "de_lowest_kcal_mol": 90.7,
  "e_homo_ev": [-14.96, -14.97],
  "smiles": "CN1N=NN=NC=[NH+]1"
}